[1]
50
Properties=species:S:1:pos:R:3:forces:R:3 method="wB97M-V/def2-TZVPD" charge=0 de_lowest_kcal_mol=9.1 lumo_ev="-0.986 / -0.525" homo_lumo_gap_ev="8.08 / 8.26" s_squared=0.756 spin_multiplicity=2
Cr 0.00534 0.05506 -0.41445 0.08 0.12 0.02
N -0.02866 -0.00136 1.71914 0.01 -0.03 0.02
C 0.82392 0.85307 2.57108 -0.04 0.02 -0.06
C 2.25356 0.43773 2.28578 0.00 0.01 0.06
O 2.59374 -0.71028 2.46567 -0.01 -0.02 0.00
O 3.01142 1.40158 1.80851 -0.02 0.04 -0.02
H -1.00226 0.03778 2.00497 -0.01 0.00 0.01
H 0.26376 -0.96910 1.86693 0.00 0.00 0.00
H 0.61302 0.68039 3.62800 0.00 -0.01 0.01
H 0.66901 1.90140 2.33643 -0.01 0.01 -0.01
C -3.40505 -3.61285 -1.42286 0.01 0.01 -0.01
C -2.32933 -2.53635 -1.36067 0.01 -0.01 0.01
O -1.80376 -2.41222 -2.66800 -0.02 0.00 0.00
P -3.03293 -0.92749 -0.81294 -0.02 -0.03 0.01
O -4.30445 -1.19469 0.09204 0.00 0.01 -0.01
O -3.69109 -0.21693 -2.04177 0.01 0.01 0.01
O -2.03375 -0.08210 -0.06603 0.04 0.00 -0.01
P -0.99610 -2.98472 -0.17636 0.07 0.05 -0.02
O -1.75970 -2.67612 1.25209 -0.01 0.01 0.01
O -0.58562 -4.39087 -0.22284 -0.01 -0.01 0.00
O 0.03684 -1.87267 -0.35381 -0.04 -0.13 0.03
H -4.19701 -3.31386 -2.10993 0.00 0.00 0.00
H -3.84015 -3.81357 -0.44490 0.00 0.00 0.00
H -2.93460 -4.52317 -1.79018 0.00 0.00 0.00
H -1.01744 -1.83984 -2.67387 0.00 -0.01 0.01
H -4.04666 -1.62932 0.91761 0.00 0.00 0.00
H -2.98903 0.12559 -2.63686 0.00 0.00 -0.01
H -1.78464 -3.50849 1.74301 0.00 0.00 0.00
N 4.52857 -0.26645 0.32777 -0.02 0.02 -0.01
C 4.11600 -0.61453 -1.03529 0.00 -0.02 0.00
C 2.61156 -0.63353 -1.29133 0.03 -0.02 -0.06
O 2.19099 -1.19044 -2.27610 -0.01 0.01 0.02
O 1.88123 0.04165 -0.42303 -0.08 0.06 0.02
H 5.54005 -0.22392 0.37307 0.00 0.00 0.00
H 4.22938 -0.98939 0.97731 0.00 0.01 0.01
H 3.72781 0.95012 1.24977 0.07 -0.05 -0.01
H 4.48862 -1.58735 -1.36222 0.00 0.00 0.00
H 4.52252 0.12897 -1.72493 -0.01 0.01 0.01
I 2.44023 2.81403 -1.80854 0.01 -0.01 -0.01
C 0.85851 3.18696 -0.50547 -0.02 0.02 0.00
C 0.73122 4.51712 -0.10830 0.01 0.00 0.00
C -0.35582 4.90106 0.64638 -0.01 0.01 0.00
C -1.30723 3.94511 0.96873 0.01 0.00 0.00
C -1.09625 2.64941 0.55705 0.02 0.00 0.03
N -0.01719 2.24833 -0.14426 -0.02 -0.04 -0.02
H 1.48134 5.23087 -0.41328 0.00 0.00 0.00
H -0.46838 5.93096 0.95814 0.00 0.00 0.00
H -2.19858 4.19100 1.52761 0.00 0.00 0.00
H -1.81861 1.87746 0.77695 0.00 0.00 0.01
Br -0.57433 0.61595 -2.76581 -0.01 -0.01 -0.01



[2]
37
Properties=species:S:1:pos:R:3:forces:R:3 method="wB97M-V/def2-TZVPD" charge=-2 lumo_ev=4.698 homo_lumo_gap_ev=3.57 spin_multiplicity=1
C -1.23674 1.02529 1.01283 -0.26 -0.07 -1.53
C -1.99745 0.08946 0.26336 0.94 1.16 -0.52
C -1.71302 0.30384 -1.09822 0.71 0.92 0.90
C -2.97637 -0.88054 0.76987 -0.29 -0.60 0.12
C -0.81145 1.39023 -1.21697 -0.66 -0.53 1.55
C -0.50951 1.82904 0.09426 -0.91 -0.90 -0.23
C 0.36494 2.95113 0.44895 0.28 0.16 0.00
C -1.34135 1.23482 2.46011 0.17 -0.05 0.41
C -2.17166 -0.52797 -2.19859 -0.93 -0.66 -0.73
C -0.29439 1.95750 -2.46860 -0.01 0.22 -0.02
Hf 1.84623 -1.36313 0.46751 -1.74 1.26 -0.80
Cl -0.65469 -3.11513 -0.72121 0.85 -0.63 -0.16
Cl 0.26138 -2.02555 2.09709 0.09 -0.15 1.17
O 1.38121 -0.71499 -1.32950 1.35 -0.11 -0.28
H -2.95827 -0.85838 1.87016 -0.22 -0.30 -0.20
H -2.71993 -1.89450 0.39761 -0.30 0.32 0.37
H -3.99630 -0.61499 0.41940 0.13 -0.24 0.24
H -2.19169 -1.59727 -1.93976 0.18 0.32 -0.18
H -1.55268 -0.37518 -3.08289 0.10 -0.23 -0.19
H -3.19454 -0.25643 -2.49154 -0.31 -0.01 -0.27
H -0.15480 1.14990 -3.19484 0.29 0.24 -0.26
H 0.63414 2.50848 -2.26653 0.05 -0.16 -0.37
H -1.02221 2.67356 -2.87480 0.14 0.11 -0.40
H 1.18622 2.98133 -0.26673 0.28 0.37 -0.03
H 0.80094 2.76774 1.42990 0.14 0.28 0.19
H -0.16388 3.91777 0.44291 0.22 0.18 0.10
H -1.43311 0.26575 2.94789 -0.16 -0.03 0.38
H -2.18807 1.88068 2.74304 -0.01 -0.03 0.20
H -0.42279 1.68769 2.82834 0.12 0.18 0.31
H 1.69086 -0.57981 -2.23774 -0.43 -0.09 0.76
O 2.48457 0.33082 1.32348 0.18 -0.64 -0.53
H 2.83421 0.66164 2.14483 -0.09 -0.10 0.12
C 4.50125 -3.41259 0.65574 -1.14 0.95 -0.33
O 3.41565 -2.49972 0.58937 0.84 -0.91 -0.14
H 5.28495 -3.05332 -0.03820 -0.03 -0.29 0.43
H 4.16322 -4.41372 0.31794 0.27 0.37 0.35
H 4.85514 -3.42345 1.70153 0.16 -0.29 -0.45



[3]
37
Properties=species:S:1:pos:R:3:forces:R:3 method="wB97M-V/def2-TZVPD" charge=-1 de_lowest_kcal_mol=72.8 lumo_ev="2.535 / 0.828" homo_lumo_gap_ev="4.57 / 4.00" s_squared=8.773 spin_multiplicity=6
Ru -1.05672 1.34714 0.08050 0.26 0.57 0.56
Cl -0.60742 3.38877 -0.80521 0.45 1.26 -0.43
Cl -0.44536 2.13955 2.24762 0.34 0.37 1.43
C 2.71795 -1.30570 -1.81552 5.31 2.78 6.79
H 3.09876 -2.07222 -1.16386 0.30 -0.45 -0.52
H 2.79240 -0.31024 -1.35107 -0.38 -0.45 0.33
C -1.99066 1.08039 -1.49228 -0.58 -2.60 -2.30
C 1.91494 -1.40089 -2.86341 -6.84 -0.98 -8.66
H -1.91340 -0.03432 -1.51875 -0.33 -0.24 0.33
C 1.58317 -0.35619 -3.98284 1.22 -1.29 0.84
H 1.44502 -2.35118 -3.11488 -0.39 0.08 0.64
C 0.83042 0.96780 -3.67560 -0.15 0.76 0.11
H 2.59427 -0.02402 -4.28859 -0.13 0.21 -0.22
H 1.15161 -0.86697 -4.87638 0.13 0.19 0.77
C -0.74063 1.20313 -3.88633 0.29 0.52 -0.77
H 1.22319 1.38331 -2.75212 -0.28 0.02 0.42
H 1.27064 1.64125 -4.44498 -0.35 -0.28 0.41
C -2.05131 1.39290 -2.96952 0.12 0.35 0.32
H -0.68040 2.17917 -4.38424 -0.26 -0.22 -0.15
H -0.99974 0.48379 -4.67330 -0.11 0.04 0.01
H -2.46675 2.40339 -3.04589 0.77 0.35 -0.38
H -2.84931 0.81748 -3.49875 0.51 -0.16 0.63
S -0.72904 -0.89127 0.69148 0.07 -1.42 0.71
C -0.53672 -1.02985 2.42277 -0.01 -0.17 -1.06
N -1.59333 -1.04444 3.24077 0.34 0.11 -0.04
C -1.46553 -0.79130 4.67585 -0.43 -0.28 -0.19
C -0.13700 -0.13361 4.95180 0.03 0.61 0.07
C 0.97992 -0.94556 4.34188 0.32 -0.50 -0.21
N 0.69039 -1.19508 2.92990 -0.32 0.18 0.13
H -2.50122 -0.97566 2.79789 0.37 0.30 -0.03
H -1.55372 -1.72797 5.23688 -0.03 -0.05 -0.03
H -2.30713 -0.15470 4.95303 0.15 0.07 0.12
H 0.01006 -0.03579 6.02845 0.04 -0.02 -0.02
H -0.13998 0.86222 4.49236 0.01 -0.11 0.06
H 1.08453 -1.90578 4.85770 0.06 -0.01 0.10
H 1.93861 -0.42412 4.39895 -0.14 0.03 0.04
H 1.43948 -1.31340 2.25573 -0.35 0.44 0.18



[4]
38
Properties=species:S:1:pos:R:3:forces:R:3 method="wB97M-V/def2-TZVPD" charge=-2 de_lowest_kcal_mol=15.2 lumo_ev="3.904 / 4.067" homo_lumo_gap_ev="1.70 / 5.26" s_squared=6.030 spin_multiplicity=5
C 1.82474 1.59379 -0.45143 -3.09 1.39 -0.44
I 3.67361 0.27032 0.59580 3.20 -2.74 1.26
H 1.69092 2.34949 -1.23823 0.27 0.07 0.05
H 1.79850 0.60379 -0.92691 0.08 0.54 0.18
H 2.76601 1.89682 0.12032 -1.58 0.71 -0.91
C -0.05907 -1.79653 -3.55794 -0.09 0.10 -0.04
C -0.66770 -0.54027 -1.78684 -0.74 0.15 0.39
N -0.21146 -1.75805 -2.17915 0.16 0.41 -0.61
H -0.49634 -0.20878 -5.03630 0.06 -0.03 -0.07
I -3.56247 -0.93203 0.30292 -1.69 -0.62 0.07
N -0.82754 0.16607 -2.93338 0.37 -0.39 -0.30
H 0.28177 -2.66510 -4.09061 0.07 -0.07 0.02
Co -1.30550 -0.17256 0.00870 0.77 0.07 -0.94
C 0.59209 1.69411 0.55955 0.26 -1.32 -0.26
O 0.16083 2.79651 0.87470 0.49 0.49 0.11
C -0.44167 -0.58770 -4.03215 -0.03 -0.18 0.15
C -1.30559 1.53310 -2.98843 0.11 0.21 0.11
H -1.78190 1.69738 -3.95947 0.00 0.00 0.13
H -0.47668 2.24851 -2.87548 -0.21 -0.21 0.01
H -2.03046 1.71315 -2.18295 0.24 -0.20 -0.22
C 0.03905 -2.83186 -1.23132 0.08 0.05 0.31
H 0.31479 -3.73956 -1.77559 -0.04 0.14 0.05
H -0.86832 -3.00696 -0.63164 0.29 0.05 -0.25
H 0.85163 -2.55047 -0.54164 -0.27 -0.07 -0.29
C -1.25406 0.79106 2.95532 -0.47 0.32 0.69
C 0.05991 0.22697 2.46882 -0.79 0.73 -0.78
C 1.20176 0.90490 3.19980 0.34 0.05 0.35
C 0.04566 -1.27170 2.68216 0.27 -0.47 0.24
N 0.14553 0.47241 1.01656 2.16 0.54 0.36
H -1.29479 0.69657 4.04628 -0.28 0.10 0.11
H -2.10848 0.26828 2.51055 0.19 0.05 0.16
H -1.31543 1.84101 2.66281 -0.03 -0.01 0.16
H 1.12198 0.72904 4.27904 0.01 -0.01 -0.04
H 2.17911 0.54013 2.86219 -0.36 0.11 0.17
H 1.14743 1.98715 3.03313 0.07 -0.15 0.05
H -0.78937 -1.75158 2.15367 0.13 0.23 0.03
H 0.97802 -1.72846 2.33523 -0.01 0.07 0.03
H -0.07653 -1.47892 3.75191 0.07 -0.08 -0.01



[5]
60
Properties=species:S:1:pos:R:3:forces:R:3 method="wB97M-V/def2-TZVPD" charge=+1 lumo_ev=-4.160 homo_lumo_gap_ev=7.18 spin_multiplicity=1
Na -2.79417 1.20741 0.63794 0.70 0.55 -0.25
Na -1.78936 -1.45045 -6.00381 0.24 0.80 -0.26
Na -3.65848 0.04317 -3.14821 0.31 0.45 -0.04
Na 1.41495 2.52861 -3.41429 -0.70 0.18 0.43
C -0.64113 5.00247 0.34038 0.05 0.11 0.02
F 0.25617 5.95516 0.07553 -0.25 -0.17 0.25
F -0.15257 4.20130 1.30622 -0.01 0.27 -0.07
F -1.76899 5.56846 0.79977 0.34 -0.08 0.06
S -1.01607 4.04850 -1.16864 0.50 -0.49 0.22
O 0.29299 3.59496 -1.61707 0.66 -0.25 -0.39
O -1.82395 2.95386 -0.67798 -0.75 -0.62 0.43
O -1.66753 4.97728 -2.01455 -0.53 0.67 -0.74
C -1.80075 2.61621 -5.43400 0.12 0.08 0.14
F -2.56283 1.99419 -4.47032 0.25 -0.12 0.20
F -1.94657 3.91415 -5.28214 0.07 -0.26 0.15
F -0.49846 2.29559 -5.17340 -0.24 0.08 0.22
S -2.29899 2.06545 -7.09961 -0.19 -0.10 -0.26
O -1.48787 2.90348 -7.91802 0.20 0.02 -0.32
O -1.93270 0.64004 -7.13416 0.10 -0.62 0.71
O -3.71271 2.29390 -7.05248 -0.26 -0.12 -0.02
C 0.03403 -1.69063 -1.57236 0.47 0.38 -0.28
F 1.23582 -1.84407 -2.13386 -0.30 -0.44 -0.13
F -0.67030 -2.80926 -1.60803 0.10 -0.21 -0.13
F 0.22277 -1.33518 -0.31523 -0.17 0.14 0.31
S -0.84962 -0.34359 -2.47273 -0.25 0.67 0.63
O 0.14380 0.59580 -2.87662 0.83 0.09 -0.29
O -1.56052 -0.98778 -3.58019 -0.41 -0.44 -0.63
O -1.78365 0.17618 -1.48651 -0.82 -0.44 0.00
C 0.47414 1.13247 1.65536 0.34 -0.11 0.11
O -0.88735 1.41735 1.91240 -0.31 -0.15 0.02
C -1.22138 1.50071 3.28034 0.01 0.24 0.50
C -2.34041 2.50328 3.49527 0.05 -0.53 0.07
O -3.42260 2.24344 2.60511 0.16 0.07 -0.28
C -4.37351 3.30299 2.58887 -0.57 0.02 -0.21
H 0.73745 0.10667 1.93991 -0.12 0.03 -0.07
H 1.12898 1.80691 2.21616 -0.12 0.08 -0.07
H 0.63795 1.28271 0.59116 -0.02 0.00 -0.02
H -0.36515 1.86742 3.86084 -0.03 -0.06 -0.05
H -1.49953 0.52978 3.71196 0.04 -0.09 -0.30
H -1.96993 3.51609 3.33772 -0.04 0.08 0.01
H -2.69155 2.35696 4.52139 0.06 0.35 0.10
H -5.21980 3.09054 3.24794 0.19 -0.03 0.15
H -4.77832 3.40748 1.57795 0.16 -0.05 0.04
H -3.92351 4.25391 2.86810 0.08 0.00 0.01
C 2.75679 -3.49392 0.27238 0.77 0.20 -0.40
O 2.98338 -3.83144 1.60705 -0.11 -0.08 0.31
C 3.37755 -5.18305 1.76319 -0.09 0.13 -0.40
C 3.95320 -5.33440 3.12970 -0.19 0.24 0.91
O 4.27991 -6.68620 3.31939 0.15 -0.11 -0.20
C 5.37835 -6.88233 4.17955 -0.31 -0.32 0.47
H 2.11285 -4.22469 -0.22960 -0.15 0.17 -0.04
H 3.71467 -3.43124 -0.27274 -0.14 -0.30 -0.04
H 2.36368 -2.48227 0.22944 -0.36 -0.09 0.15
H 4.12749 -5.46423 1.01287 -0.08 0.02 -0.03
H 2.51095 -5.84975 1.67558 0.03 -0.01 -0.20
H 3.19556 -5.01254 3.86300 0.12 -0.06 0.00
H 4.81310 -4.67155 3.27690 0.12 -0.10 -0.19
H 5.14823 -6.54582 5.20086 0.12 0.20 -0.15
H 6.27260 -6.38340 3.80162 0.08 0.02 0.05
H 5.54291 -7.95709 4.25469 0.10 0.06 -0.20



[6]
36
Properties=species:S:1:pos:R:3:forces:R:3 method="wB97M-V/def2-TZVPD" charge=+2 lumo_ev="-8.897 / -7.828" homo_lumo_gap_ev="6.57 / 7.83" s_squared=6.151 spin_multiplicity=5
Mn 0.08003 -0.51586 -0.80336 -0.40 -0.03 -0.60
C -1.94083 2.04073 -2.43122 0.11 -0.24 -0.03
P -1.22140 1.41843 -0.88572 -0.97 1.39 0.31
C -2.61146 1.25927 0.28243 0.19 -0.05 -0.10
C -0.20568 2.81227 -0.23884 0.11 -0.24 0.01
C 0.78812 2.29415 0.80681 -0.18 -0.19 -0.23
P 1.69041 0.85268 0.10768 1.16 0.87 0.61
C 2.95753 1.53661 -0.99623 -0.19 -0.16 -0.12
C 2.59267 0.08573 1.48209 -0.14 -0.04 -0.14
H -2.64610 1.32423 -2.85127 0.00 -0.01 0.02
H -1.15900 2.23715 -3.16443 0.00 -0.01 0.00
H -2.46674 2.97086 -2.21155 -0.01 0.01 0.02
H -3.15481 2.20288 0.33260 -0.02 0.01 0.01
H -2.23630 1.00634 1.27496 -0.05 0.01 0.02
H -3.29000 0.47506 -0.05315 -0.01 0.00 0.00
H -0.86534 3.57576 0.17576 -0.01 0.02 -0.02
H 0.32256 3.25910 -1.08461 -0.03 0.01 -0.01
H 0.26844 1.95967 1.70851 0.03 0.01 0.02
H 1.50136 3.06551 1.10054 0.04 -0.02 0.04
H 3.45171 2.36782 -0.49232 0.00 0.00 0.03
H 2.52368 1.88578 -1.93268 0.02 0.03 0.01
H 3.69382 0.76527 -1.22159 -0.03 -0.02 -0.02
H 3.20315 0.85063 1.96499 -0.01 0.02 0.01
H 3.24285 -0.70128 1.10123 -0.03 -0.01 -0.01
H 1.90224 -0.33561 2.21256 0.02 0.00 0.02
S 1.34217 -2.11007 -1.56714 0.65 -0.16 -0.01
C 0.26304 -2.85076 -0.37701 -0.26 -0.78 0.28
C 0.52029 -4.06860 0.23254 -0.07 0.01 -0.07
C -0.43959 -4.58579 1.09024 0.05 0.09 -0.05
C -1.60492 -3.86637 1.33758 -0.02 0.04 -0.03
C -1.77049 -2.63543 0.73798 -0.14 0.00 0.18
N -0.85453 -2.13238 -0.10185 0.19 -0.59 -0.15
H 1.43663 -4.59773 0.01194 -0.02 -0.02 0.00
H -0.27861 -5.54767 1.55888 -0.02 0.00 0.01
H -2.37634 -4.25694 1.98534 -0.01 0.02 -0.01
H -2.65856 -2.04143 0.90832 0.03 0.04 0.01



F_max / eV Å⁻¹: 0.15, 2.29, 11.08, 4.40, 1.14, 1.72